[1]
Density functional theory data (ωB97M-V/def2-TZVPD) for a molecular structure, C35H37BCl4N3O4Re in a non-equilibrium geometry.

## Properties
gap between HOMO and LUMO (alpha / beta): 5.74 / 7.39 eV
maximum force: 3.1 eV Å⁻¹
energy relative to the best compared isomer or geometry (same formula, charge and spin): 0.00 kcal per mole
charge: -1
2S+1: 4
highest occupied orbital energy (alpha / beta): -3.3 / -5.0 eV
calculated total energy: -102455.533 eV
lowest unoccupied orbital energy (alpha / beta): 2.42 / 2.42 eV

```
85
C35H37BCl4N3O4Re ωB97M-V/def2-TZVPD
Re -1.040 0.828 -0.981
C -0.399 3.029 1.656
N -1.521 2.382 1.140
C -2.316 1.690 2.177
C -2.417 3.334 0.455
C -1.824 3.778 -0.879
C -1.962 5.115 -1.241
C -1.539 5.495 -2.499
C -0.954 4.583 -3.361
C -0.801 3.247 -2.975
C -1.215 2.829 -1.703
H -0.607 3.796 2.467
H 0.071 3.598 0.879
H 0.320 2.323 2.144
H -2.869 2.384 2.784
H -1.654 1.136 2.880
H -3.042 1.132 1.656
H -2.623 4.176 1.149
H -3.446 2.848 0.266
H -2.385 5.810 -0.550
H -1.647 6.530 -2.802
H -0.616 4.916 -4.325
H -0.375 2.486 -3.622
C -0.222 -1.062 -6.010
C -0.340 -1.565 -4.544
C -1.204 -2.778 -4.520
O -1.070 -0.548 -3.809
B -0.512 -0.424 -2.534
O 0.542 -1.305 -2.428
C 0.913 -1.728 -3.699
C 1.577 -3.159 -3.640
C 2.053 -0.787 -4.162
H -1.261 -1.111 -6.349
H 0.471 -1.689 -6.597
H 0.019 0.000 -6.066
H -2.151 -2.591 -4.993
H -1.352 -3.190 -3.494
H -0.726 -3.576 -5.100
H 0.829 -3.897 -3.325
H 2.453 -3.189 -2.974
H 1.851 -3.437 -4.662
H 1.888 0.263 -3.899
H 2.276 -0.860 -5.255
H 2.928 -1.082 -3.586
Cl 0.005 -2.592 4.483
C 1.678 -3.104 4.561
C 2.007 -4.155 5.380
C 3.305 -4.578 5.529
C 4.288 -3.878 4.800
C 3.942 -2.783 3.996
Cl 5.168 -2.076 3.092
C 2.635 -2.370 3.851
N 2.357 -1.335 2.978
C 2.901 -0.098 3.350
C 3.294 0.261 4.660
C 3.734 1.511 4.938
C 3.858 2.500 3.974
C 3.626 2.136 2.651
C 3.131 0.873 2.283
C 2.879 0.502 0.863
C 1.423 0.439 0.429
O 1.049 1.245 -0.488
O 0.673 -0.404 0.944
H 1.283 -4.640 6.007
H 3.559 -5.454 6.108
H 5.358 -4.211 4.803
H 1.560 -1.278 2.300
H 3.153 -0.458 5.411
H 3.849 1.763 5.969
H 4.094 3.532 4.280
H 3.626 2.816 1.843
H 3.417 -0.423 0.699
H 3.309 1.177 0.111
Cl -4.679 1.161 -2.182
C -4.904 -0.208 -1.103
C -6.090 -0.823 -0.960
C -6.229 -1.982 -0.147
C -5.121 -2.348 0.659
C -3.925 -1.674 0.484
Cl -2.616 -2.063 1.519
C -3.725 -0.635 -0.470
N -2.567 0.025 -0.554
H -6.958 -0.602 -1.587
H -7.213 -2.420 0.024
H -5.235 -3.078 1.439
```

***

[2]
Density functional theory data (ωB97M-V/def2-TZVPD) for a molecular structure, C35H37BeF5OP2Te in a non-equilibrium geometry.

## Properties
gap between HOMO and LUMO (alpha / beta): 6.62 / 5.03 eV
maximum force: 4.4 eV Å⁻¹
energy relative to the best compared isomer or geometry (same formula, charge and spin): 0.00 kcal per mole
highest occupied orbital energy (alpha / beta): -7.0 / -5.8 eV
calculated total energy: -78800.187 eV
lowest unoccupied orbital energy (alpha / beta): -0.39 / -0.80 eV

```
82
C35H37BeF5OP2Te ωB97M-V/def2-TZVPD
Be -1.243 2.204 -4.487
C -2.357 2.229 -5.855
C -2.011 0.938 -5.515
C -0.831 0.197 -6.079
C 0.455 1.064 -6.096
C 0.437 2.131 -5.033
C -0.022 3.419 -5.148
C -0.723 4.010 -6.340
C -1.675 2.979 -6.960
C 1.735 -0.652 0.262
H -3.332 2.634 -5.572
H -2.814 0.285 -5.168
H -1.035 -0.187 -7.097
H -0.620 -0.689 -5.459
H 1.335 0.412 -5.947
H 0.594 1.485 -7.104
H 1.097 1.895 -4.194
H 0.282 4.144 -4.385
H -0.065 4.446 -7.109
H -1.307 4.866 -5.970
H -2.422 3.445 -7.616
H -1.085 2.284 -7.566
H 1.013 0.172 0.371
H 2.636 -0.453 0.865
H 1.264 -1.591 0.587
P -1.586 -1.915 -1.604
P 2.288 -0.883 -1.434
C -0.150 -1.904 -2.618
C 1.210 -1.962 -2.360
C -2.466 -3.483 -1.485
C -2.555 -4.289 -2.637
C -3.552 -5.264 -2.714
C -4.429 -5.474 -1.649
C -4.304 -4.719 -0.482
C -3.313 -3.744 -0.385
C -2.902 -0.709 -1.745
C -2.760 0.279 -2.719
C -3.835 1.131 -3.016
C -5.035 1.012 -2.327
C -5.183 0.020 -1.360
C -4.117 -0.818 -1.050
C 3.955 -1.612 -1.378
C 4.089 -3.001 -1.234
C 5.360 -3.576 -1.172
C 6.505 -2.784 -1.287
C 6.372 -1.401 -1.429
C 5.108 -0.811 -1.431
C 2.560 0.740 -2.195
C 2.241 1.927 -1.526
C 2.557 3.157 -2.101
C 3.216 3.222 -3.322
C 3.603 2.042 -3.965
C 3.255 0.809 -3.418
H -0.457 -2.104 -3.657
H 1.814 -2.704 -2.909
H -1.876 -4.111 -3.476
H -3.647 -5.836 -3.632
H -5.216 -6.216 -1.732
H -4.994 -4.864 0.346
H -3.242 -3.141 0.527
H -1.763 0.356 -3.156
H -3.723 1.972 -3.694
H -5.811 1.757 -2.519
H -6.125 -0.095 -0.833
H -4.232 -1.592 -0.302
H 3.194 -3.619 -1.164
H 5.447 -4.650 -1.029
H 7.495 -3.244 -1.260
H 7.259 -0.779 -1.533
H 5.029 0.275 -1.482
H 1.774 1.900 -0.543
H 2.285 4.079 -1.598
H 3.435 4.196 -3.762
H 4.173 2.089 -4.894
H 3.552 -0.110 -3.927
F -3.290 2.680 -0.878
Te -1.399 2.952 -1.134
F -2.073 4.717 -1.168
F -1.305 2.690 0.841
F 0.227 4.064 -1.043
F -1.020 -1.698 -0.109
O -1.559 2.747 -3.088
```

***

[3]
Density functional theory data (ωB97M-V/def2-TZVPD) for a molecular structure, C35H37Br2NO2PbSe2SiTe2.

## Properties
gap between HOMO and LUMO: 6.38 eV
maximum force: 0.9 eV Å⁻¹
energy relative to the best compared isomer or geometry (same formula, charge and spin): 5.20 kcal per mole
highest occupied orbital energy: -7.4 eV
calculated total energy: -340974.949 eV
lowest unoccupied orbital energy: -1.06 eV

```
83
C35H37Br2NO2PbSe2SiTe2 ωB97M-V/def2-TZVPD
Pb 0.398 0.089 -0.044
C -0.755 -1.969 3.429
C -1.430 -0.994 2.497
C -2.169 -1.440 1.407
C -2.824 -0.547 0.559
C -3.619 -1.048 -0.621
C -2.735 0.815 0.829
C -1.999 1.295 1.914
C -1.924 2.773 2.194
C -1.340 0.379 2.730
H -1.444 -2.282 4.217
H 0.113 -1.514 3.910
H -0.432 -2.867 2.898
H -2.236 -2.507 1.210
H -4.668 -1.186 -0.348
H -3.237 -2.005 -0.977
H -3.580 -0.339 -1.448
H -3.244 1.520 0.180
H -1.619 3.321 1.300
H -1.209 2.987 2.990
H -2.900 3.157 2.497
H -0.744 0.738 3.566
C 1.909 -2.042 1.869
C 1.636 -3.019 0.756
C 2.092 -4.362 0.871
C 1.811 -5.256 -0.111
C 1.087 -4.834 -1.255
C 0.717 -5.684 -2.329
Br 1.124 -7.532 -2.279
C 0.045 -5.204 -3.413
C -0.284 -3.837 -3.466
Br -1.224 -3.210 -4.984
C 0.048 -2.966 -2.460
O -0.278 -1.657 -2.466
C 0.735 -3.471 -1.316
N 0.996 -2.597 -0.302
H 1.858 -2.537 2.839
H 1.211 -1.204 1.853
H 2.915 -1.623 1.763
H 2.651 -4.658 1.751
H 2.125 -6.287 -0.032
H -0.241 -5.859 -4.224
Se 2.481 0.183 -2.238
Te 0.712 -0.396 -3.732
Te -1.179 1.514 -3.324
Se -0.244 2.658 -1.355
C 4.039 4.032 2.900
C 3.074 3.334 1.933
C 3.657 3.397 0.510
C 1.719 4.061 1.914
Si 2.864 1.513 2.374
O 1.785 0.795 1.413
C 4.536 0.665 2.195
C 5.426 0.523 3.264
C 6.656 -0.106 3.101
C 7.019 -0.612 1.860
C 6.153 -0.482 0.782
C 4.929 0.151 0.954
C 2.304 1.208 4.153
C 1.732 2.166 4.997
C 1.256 1.832 6.262
C 1.343 0.522 6.712
C 1.909 -0.449 5.895
C 2.383 -0.105 4.636
H 4.157 5.085 2.616
H 5.030 3.569 2.879
H 3.683 4.005 3.935
H 3.777 4.444 0.207
H 2.995 2.918 -0.221
H 4.636 2.916 0.449
H 1.854 5.096 1.575
H 1.239 4.096 2.893
H 1.022 3.576 1.224
H 5.153 0.905 4.243
H 7.330 -0.202 3.944
H 7.976 -1.103 1.732
H 6.431 -0.872 -0.190
H 4.261 0.248 0.104
H 1.652 3.196 4.673
H 0.821 2.595 6.895
H 0.978 0.260 7.697
H 1.984 -1.473 6.242
H 2.830 -0.876 4.012
```

***

[4]
Density functional theory data (ωB97M-V/def2-TZVPD) for a molecular structure, C35H37ClN4O4PbS.

## Properties
gap between HOMO and LUMO: 6.83 eV
maximum force: 0.7 eV Å⁻¹
energy relative to the best compared isomer or geometry (same formula, charge and spin): 2.59 kcal per mole
highest occupied orbital energy: -7.3 eV
calculated total energy: -79653.578 eV
lowest unoccupied orbital energy: -0.44 eV

```
83
C35H37ClN4O4PbS ωB97M-V/def2-TZVPD
Pb -1.389 -0.520 0.332
C -0.961 -2.544 3.244
C -0.099 -1.612 3.806
C 1.216 -1.529 3.364
C 1.670 -2.391 2.377
C 0.814 -3.339 1.832
C -0.504 -3.412 2.257
H -1.987 -2.610 3.586
H -0.446 -0.961 4.601
H 1.885 -0.791 3.790
H 2.689 -2.317 2.019
H 1.168 -4.006 1.058
H -1.171 -4.152 1.832
Cl -1.096 -6.414 -3.905
C -1.684 -5.159 -2.846
C -2.370 -5.504 -1.675
C -2.785 -4.520 -0.817
C -2.501 -3.143 -1.037
O -2.842 -2.283 -0.132
C -1.887 -2.818 -2.282
C -1.708 -1.473 -2.763
N -1.723 -0.403 -2.043
C -1.565 0.861 -2.621
C -0.972 1.119 -3.833
C -0.890 2.435 -4.327
C -1.417 3.490 -3.637
C -2.015 3.271 -2.376
C -2.603 4.293 -1.601
C -3.167 3.993 -0.391
C -3.090 2.670 0.079
N -2.541 1.699 -0.607
C -2.050 1.960 -1.847
C -1.486 -3.844 -3.159
H -2.568 -6.546 -1.457
H -3.324 -4.766 0.090
H -1.686 -1.376 -3.848
H -0.520 0.308 -4.388
H -0.399 2.605 -5.276
H -1.376 4.495 -4.040
H -2.600 5.310 -1.976
H -3.654 4.751 0.207
H -3.488 2.410 1.054
H -0.972 -3.576 -4.074
C 6.625 -4.257 -1.494
C 5.319 -3.510 -1.433
C 4.131 -4.103 -1.855
C 2.949 -3.382 -1.881
C 2.947 -2.055 -1.473
C 4.112 -1.454 -1.025
C 5.290 -2.186 -1.002
S 1.446 -1.125 -1.667
O 0.991 -1.459 -3.008
O 1.730 0.280 -1.449
O 0.568 -1.657 -0.585
H 6.464 -5.321 -1.664
H 7.197 -4.135 -0.573
H 7.236 -3.872 -2.313
H 4.135 -5.137 -2.180
H 2.025 -3.825 -2.234
H 4.083 -0.415 -0.719
H 6.208 -1.724 -0.656
C -2.468 3.341 4.121
C -0.944 3.440 4.209
N -0.280 3.723 2.945
C 0.141 5.099 2.702
C -0.951 5.993 2.117
C -0.154 2.736 2.006
C 0.556 3.079 0.722
N -0.559 1.521 2.141
H -2.879 3.105 5.104
H -2.774 2.559 3.427
H -2.902 4.283 3.786
H -0.539 2.512 4.622
H -0.678 4.236 4.903
H 1.001 5.100 2.036
H 0.476 5.514 3.653
H -1.325 5.575 1.181
H -0.548 6.988 1.918
H -1.788 6.098 2.808
H 1.577 3.398 0.932
H 0.054 3.881 0.175
H 0.606 2.193 0.094
H -0.984 1.307 3.039
```

***

[5]
Density functional theory data (ωB97M-V/def2-TZVPD) for a molecular structure, C35H37CoFP2 in a non-equilibrium geometry.

## Properties
gap between HOMO and LUMO (alpha / beta): 4.23 / 6.60 eV
maximum force: 6.2 eV Å⁻¹
2S+1: 4
highest occupied orbital energy (alpha / beta): -3.8 / -6.2 eV
calculated total energy: -95811.080 eV
lowest unoccupied orbital energy (alpha / beta): 0.44 / 0.42 eV

```
76
C35H37CoFP2 ωB97M-V/def2-TZVPD
Co -0.505 1.878 -4.558
C -0.785 0.915 -6.181
C 0.608 1.062 -5.891
C 1.450 2.160 -6.477
C 0.804 3.570 -6.272
C -0.164 3.620 -5.105
C -1.561 3.280 -5.194
C -2.239 2.950 -6.488
C -1.517 1.764 -7.197
C -0.392 1.198 0.474
H -1.210 -0.083 -6.040
H 1.138 0.129 -5.652
H 1.675 1.958 -7.536
H 2.419 2.150 -5.958
H 1.613 4.281 -6.042
H 0.319 3.906 -7.201
H 0.123 4.315 -4.301
H -2.245 3.701 -4.461
H -2.304 3.822 -7.160
H -3.281 2.645 -6.284
H -2.284 1.162 -7.709
H -0.820 2.145 -7.958
H -1.008 0.350 0.153
H -0.750 1.569 1.445
H 0.655 0.897 0.580
P 0.935 -0.453 -2.823
P -0.508 2.538 -0.698
C 0.840 1.327 -3.044
C 0.168 2.420 -2.368
C 2.593 -1.049 -2.724
C 3.588 -0.731 -3.670
C 4.868 -1.277 -3.526
C 5.173 -2.102 -2.437
C 4.187 -2.387 -1.482
C 2.907 -1.871 -1.627
C -0.135 -1.403 -3.860
C -1.531 -1.142 -3.800
C -2.421 -2.137 -4.201
C -1.950 -3.307 -4.802
C -0.583 -3.468 -5.043
C 0.330 -2.521 -4.587
C 0.323 3.915 0.138
C 1.656 3.726 0.549
C 2.278 4.687 1.347
C 1.592 5.851 1.712
C 0.286 6.059 1.252
C -0.354 5.095 0.464
C -2.242 2.915 -0.954
C -3.237 2.259 -0.215
C -4.578 2.484 -0.530
C -4.921 3.308 -1.607
C -3.924 3.942 -2.356
C -2.585 3.787 -1.998
H 1.829 1.649 -3.428
H 0.712 3.374 -2.538
H 3.364 -0.068 -4.507
H 5.633 -1.053 -4.271
H 6.175 -2.526 -2.328
H 4.415 -3.013 -0.624
H 2.151 -2.098 -0.883
H -1.946 -0.183 -3.456
H -3.480 -1.985 -4.010
H -2.653 -4.091 -5.072
H -0.220 -4.361 -5.542
H 1.402 -2.652 -4.742
H 2.190 2.821 0.253
H 3.297 4.526 1.686
H 2.075 6.594 2.346
H -0.240 6.974 1.508
H -1.375 5.246 0.110
H -2.959 1.591 0.601
H -5.350 2.012 0.072
H -5.967 3.462 -1.864
H -4.180 4.572 -3.207
H -1.803 4.322 -2.546
F 0.373 -0.731 -1.340
```

***

[6]
Density functional theory data (ωB97M-V/def2-TZVPD) for a molecular structure, C35H37F5IrOP2Te in a non-equilibrium geometry.

## Properties
gap between HOMO and LUMO (alpha / beta): 6.15 / 4.49 eV
maximum force: 4.1 eV Å⁻¹
energy relative to the best compared isomer or geometry (same formula, charge and spin): 23.55 kcal per mole
charge: +2
2S+1: 6
highest occupied orbital energy (alpha / beta): -13.4 / -14.0 eV
calculated total energy: -81213.636 eV
lowest unoccupied orbital energy (alpha / beta): -7.27 / -9.52 eV

```
82
C35H37F5IrOP2Te ωB97M-V/def2-TZVPD
Ir 0.935 -0.687 1.959
C 3.249 -4.754 0.196
C 2.915 -3.862 -0.748
C 1.664 -3.835 -1.561
C 0.389 -3.171 -0.866
C 0.035 -3.266 0.555
C 0.193 -4.412 1.274
C 0.735 -5.643 0.680
C 2.298 -5.771 0.729
C 2.029 0.621 2.942
H 4.209 -4.606 0.709
H 3.642 -3.017 -0.908
H 1.389 -4.865 -1.874
H 1.853 -3.190 -2.467
H 0.314 -2.127 -1.204
H -0.398 -3.787 -1.325
H -0.582 -2.441 0.930
H -0.198 -4.441 2.279
H 0.355 -5.811 -0.354
H 0.327 -6.447 1.349
H 2.464 -5.899 1.786
H 2.655 -6.728 0.299
H 3.091 0.322 2.978
H 1.589 0.593 3.964
H 1.919 1.650 2.567
P 0.035 2.403 -1.312
P -1.961 1.623 0.357
C -1.250 1.497 -2.266
C -2.279 1.146 -1.424
C 0.225 3.902 -2.459
C -0.313 4.029 -3.756
C 0.034 5.115 -4.580
C 0.848 6.141 -4.103
C 1.289 6.085 -2.774
C 0.985 4.990 -1.958
C 1.486 1.279 -1.541
C 1.891 0.347 -0.566
C 3.162 -0.207 -0.644
C 3.956 -0.002 -1.791
C 3.482 0.797 -2.841
C 2.266 1.462 -2.694
C -3.266 3.021 0.362
C -3.056 4.185 -0.383
C -4.049 5.154 -0.485
C -5.265 4.991 0.198
C -5.475 3.832 0.954
C -4.471 2.867 1.039
C -2.873 0.316 1.224
C -2.887 0.409 2.633
C -3.540 -0.554 3.385
C -4.196 -1.618 2.758
C -4.207 -1.684 1.366
C -3.549 -0.736 0.600
H -1.192 1.358 -3.363
H -3.257 0.735 -1.734
H -1.027 3.292 -4.122
H -0.340 5.134 -5.596
H 1.132 6.953 -4.764
H 1.893 6.913 -2.404
H 1.330 4.997 -0.916
H 1.243 -0.030 0.332
H 3.500 -0.728 0.266
H 4.918 -0.487 -1.868
H 4.074 0.887 -3.763
H 1.956 2.144 -3.487
H -2.131 4.333 -0.920
H -3.893 6.043 -1.104
H -6.035 5.782 0.145
H -6.419 3.711 1.474
H -4.695 1.988 1.611
H -2.373 1.235 3.148
H -3.567 -0.492 4.470
H -4.669 -2.407 3.324
H -4.730 -2.471 0.838
H -3.539 -0.781 -0.487
F 4.800 -3.235 2.381
Te 3.293 -3.307 3.614
F 4.551 -3.892 4.956
F 1.924 -3.652 4.889
F 3.397 -5.315 3.206
F 3.687 -1.583 4.361
O 2.077 -2.338 2.325
```